# 1
This record from the OMol25 dataset describes C17H37BrInO29S7 as an isolated structure in a non-equilibrium geometry. The level of theory is ωB97M-V/def2-TZVPD.

Results
gap between HOMO and LUMO: 0.23425 hartree
LUMO: 0.059 Eh
energy: -228661.4372 eV
net charge: -1

The geometry in XYZ format:
```
92
Properties=species:S:1:pos:R:3:forces:R:3
O 1.370 0.072 -1.620 -0.32 -1.99 -1.39
In 1.045 1.532 -3.121 -0.45 0.34 -0.81
C -1.213 1.473 -3.545 -0.65 -0.24 0.75
C -2.089 1.619 -2.146 -0.42 0.46 -1.55
C -3.629 1.102 -2.543 1.94 -1.37 0.51
Br -4.612 2.684 -3.286 0.10 -0.94 0.51
H 1.236 -0.804 -2.131 0.29 2.11 1.28
H 1.509 3.196 -2.636 0.15 -0.65 0.41
H 1.832 1.060 -4.704 -0.09 -0.01 0.56
H -1.400 0.404 -4.026 0.11 2.20 0.88
H -1.511 2.332 -4.284 0.38 -1.72 1.30
H -2.126 2.775 -1.853 0.01 -2.58 -0.52
H -1.637 1.025 -1.244 -0.93 0.85 -1.79
H -3.518 0.326 -3.434 -0.41 1.83 1.97
H -4.154 0.573 -1.637 0.46 1.42 -1.77
C -2.337 6.912 -4.263 -0.59 -0.41 -0.22
C -2.865 6.313 -2.963 -0.20 0.59 0.06
O -1.815 5.476 -2.484 1.12 0.17 -0.62
S -0.382 6.120 -2.924 0.35 -0.75 -0.17
O 0.135 6.877 -1.805 -0.30 -0.85 -1.30
O 0.384 5.105 -3.609 -1.01 1.77 1.13
O -0.954 7.173 -4.029 0.26 -0.26 0.92
H -2.413 6.195 -5.087 -0.05 0.03 0.08
H -2.858 7.834 -4.535 0.27 -0.06 0.14
H -3.780 5.736 -3.112 0.47 -0.13 0.10
H -3.044 7.092 -2.214 0.04 -0.16 -0.20
C -2.918 -3.010 -1.787 -0.39 -0.42 0.21
C -1.989 -4.211 -1.634 0.16 0.40 0.69
O -1.573 -4.532 -2.959 -0.35 0.63 -0.73
S -1.499 -3.159 -3.838 0.35 0.43 -0.32
O -0.126 -2.706 -3.852 -1.85 -0.59 -0.23
O -2.280 -3.344 -5.039 1.22 0.14 1.40
O -2.338 -2.208 -2.814 0.78 -0.65 -0.46
H -3.914 -3.321 -2.119 0.06 -0.01 0.07
H -3.007 -2.436 -0.860 0.18 0.07 -0.29
H -2.486 -5.065 -1.169 0.12 0.04 -0.30
H -1.098 -3.949 -1.054 -0.15 -0.01 0.06
C 2.906 3.742 1.029 -0.34 -0.55 -0.84
C 1.457 4.195 0.873 0.42 0.57 -0.74
O 0.827 3.860 2.107 0.82 -0.43 1.31
S 1.919 3.987 3.312 -0.19 0.26 -0.49
O 1.753 5.280 3.938 0.33 -1.76 -0.33
O 1.927 2.748 4.054 -0.12 1.51 -0.49
O 3.256 4.042 2.380 -0.90 0.34 1.00
H 3.000 2.661 0.885 -0.06 0.12 -0.10
H 3.577 4.260 0.338 -0.09 0.00 0.32
H 0.955 3.702 0.037 0.03 -0.07 0.26
H 1.395 5.281 0.745 0.04 -0.11 -0.08
C 2.830 -4.044 -0.551 0.77 -0.01 -0.47
C 2.742 -5.477 -1.069 -0.33 0.49 -0.64
O 2.535 -6.280 0.091 -0.23 0.51 1.13
S 1.675 -5.425 1.181 -0.09 0.14 -0.23
O 0.285 -5.803 1.056 1.62 0.51 0.51
O 2.385 -5.444 2.439 -1.17 -0.21 -1.43
O 1.867 -3.958 0.498 -0.54 -1.19 0.45
H 3.817 -3.838 -0.125 -0.07 -0.02 -0.08
H 2.611 -3.309 -1.330 -0.18 -0.05 0.29
H 3.648 -5.786 -1.595 -0.12 -0.08 0.32
H 1.877 -5.605 -1.727 0.12 0.07 -0.02
C 3.868 -7.453 5.273 0.28 0.80 -0.40
C 3.779 -7.862 3.805 -0.72 0.41 0.11
O 4.745 -8.899 3.647 0.59 -0.59 1.12
S 4.855 -9.737 5.042 -0.09 0.06 -0.06
O 4.030 -10.918 4.926 1.25 1.22 0.36
O 6.244 -9.783 5.439 -1.67 -0.30 -0.56
O 4.079 -8.666 5.994 0.27 -1.20 -0.66
H 4.729 -6.799 5.448 -0.21 -0.08 -0.07
H 2.958 -6.956 5.619 0.19 -0.27 0.02
H 3.990 -7.032 3.127 0.14 -0.31 0.18
H 2.794 -8.280 3.572 0.04 0.12 0.02
C 3.868 -1.175 4.956 0.18 0.74 -0.39
C 3.779 -1.584 3.488 -0.86 0.30 0.14
O 4.745 -2.621 3.330 0.56 -0.53 1.08
S 4.855 -3.459 4.725 0.03 0.07 -0.08
O 4.030 -4.640 4.609 1.30 1.36 0.43
O 6.244 -3.505 5.121 -1.74 -0.31 -0.58
O 4.079 -2.387 5.677 0.26 -1.04 -0.69
H 4.729 -0.520 5.130 -0.11 -0.02 -0.05
H 2.958 -0.678 5.302 0.15 -0.28 0.03
H 3.990 -0.753 2.810 0.17 -0.28 0.08
H 2.794 -2.002 3.255 0.06 0.12 0.01
C -8.018 7.227 -0.458 -0.45 -0.50 0.25
C -7.089 6.025 -0.305 0.18 0.36 0.62
O -6.673 5.705 -1.630 -0.32 0.91 -0.81
S -6.599 7.077 -2.509 -0.09 -0.17 -0.26
O -5.226 7.531 -2.523 -2.13 -0.18 -0.28
O -7.380 6.892 -3.710 1.33 0.26 1.43
O -7.438 8.029 -1.485 0.83 -0.50 -0.45
H -9.014 6.915 -0.789 0.08 0.00 0.07
H -8.107 7.800 0.469 0.16 0.06 -0.29
H -7.586 5.171 0.161 0.11 0.04 -0.34
H -6.198 6.288 0.275 -0.13 -0.02 0.03
```
Positions in Å, forces in eV/Å.

=====

# 2
This record from the OMol25 dataset describes an isolated ion of composition C17H37N3O7P and charge +1. The level of theory is ωB97M-V/def2-TZVPD.

Results
relative energy (zero: lowest compared OMol25 entry of this formula, charge and spin): 0.000 eV
SMILES: CCO[C@@H]1[NH2+][C@H](CCN(CC)C(C)=O)[C@@H](OCCNC[C@H](C)O)[C@H]1P(=O)(O)O
gap between HOMO and LUMO: 0.30796 hartree
LUMO: -0.102 Eh
energy: -46316.2377 eV
net charge: +1

The geometry in XYZ format:
```
65
Properties=species:S:1:pos:R:3:forces:R:3
C -0.205 -6.108 0.280 0.00 -0.02 0.02
C 0.208 -4.666 0.025 -0.16 0.06 0.02
O -0.473 -4.219 -1.161 0.30 -0.09 -0.13
C -0.419 -2.895 -1.485 -0.16 0.01 0.06
N 1.039 -2.394 -1.709 0.00 0.33 -0.68
C 1.110 -0.918 -1.320 0.09 0.06 -0.12
C 2.084 -0.693 -0.180 -0.08 -0.05 -0.02
C 2.084 0.779 0.246 0.30 -0.01 -0.09
N 3.293 1.111 0.999 -0.53 0.02 0.69
C 3.547 2.578 1.170 0.29 -0.08 -0.22
C 2.325 3.473 1.015 -0.02 -0.02 -0.02
C 3.367 0.394 2.213 0.26 0.36 -0.38
C 4.710 0.396 2.889 -0.03 0.14 0.10
O 2.431 -0.260 2.616 -0.16 -0.41 0.09
C -0.361 -0.531 -1.031 0.19 -0.22 0.44
O -0.975 -0.061 -2.173 -0.12 -0.22 -0.11
C -0.914 1.365 -2.357 0.14 0.03 -0.05
C -2.314 1.947 -2.525 0.01 0.08 -0.16
N -2.327 3.313 -2.006 -0.25 -0.21 -0.01
C -2.906 3.496 -0.672 -0.07 0.15 0.08
C -2.561 2.476 0.397 -0.03 0.01 -0.04
C -3.294 2.828 1.696 -0.05 -0.03 0.05
O -1.132 2.483 0.583 0.01 -0.19 0.00
C -0.979 -1.851 -0.533 0.00 0.24 0.12
P -2.815 -1.846 -0.412 0.22 -0.05 0.28
O -3.512 -1.333 -1.572 -0.16 0.05 -0.15
O -3.070 -1.036 0.945 0.09 0.10 -0.05
O -3.210 -3.347 -0.088 0.14 -0.10 0.00
H -0.442 -6.272 1.330 0.03 0.01 -0.01
H -1.091 -6.337 -0.311 0.00 0.01 0.04
H 0.582 -6.806 0.002 -0.04 0.00 -0.05
H 1.289 -4.601 -0.136 0.00 0.02 0.10
H -0.053 -4.016 0.867 0.02 -0.04 -0.02
H -0.899 -2.775 -2.457 -0.03 -0.08 0.02
H 1.237 -2.479 -2.706 0.02 -0.07 0.05
H 1.750 -2.958 -1.243 -0.22 0.01 0.30
H 1.423 -0.398 -2.225 0.03 0.13 0.11
H 1.815 -1.321 0.672 0.08 -0.01 0.00
H 3.098 -0.953 -0.499 -0.04 -0.06 0.02
H 1.192 1.001 0.838 0.00 0.02 -0.11
H 2.071 1.400 -0.652 -0.03 0.02 0.06
H 3.935 2.732 2.175 0.06 -0.03 -0.04
H 4.340 2.878 0.482 -0.11 0.04 -0.08
H 2.635 4.502 1.194 -0.01 -0.01 0.01
H 1.886 3.435 0.019 0.01 0.03 0.03
H 1.543 3.232 1.738 0.03 -0.01 0.00
H 5.258 -0.471 2.513 -0.04 -0.02 0.05
H 5.300 1.277 2.652 0.04 -0.04 0.01
H 4.590 0.299 3.966 0.01 -0.04 -0.04
H -0.385 0.190 -0.208 -0.05 0.16 -0.25
H -0.309 1.559 -3.246 0.01 0.02 0.02
H -0.431 1.840 -1.499 -0.09 -0.07 -0.05
H -3.050 1.270 -2.075 0.06 0.04 0.06
H -2.550 1.992 -3.589 -0.06 -0.06 0.03
H -2.890 3.870 -2.634 0.22 0.16 0.00
H -2.574 4.468 -0.293 -0.05 0.01 -0.04
H -4.005 3.525 -0.717 0.03 -0.07 0.06
H -2.880 1.475 0.082 0.14 0.06 -0.07
H -4.098 2.123 1.903 -0.01 0.02 -0.02
H -2.598 2.808 2.536 -0.02 -0.02 0.01
H -3.731 3.828 1.661 0.08 -0.01 0.01
H -0.926 1.824 1.257 -0.06 0.24 0.11
H -0.574 -1.982 0.478 0.01 -0.26 -0.06
H -2.322 -0.918 1.542 -0.10 -0.06 0.01
H -2.870 -3.722 0.734 -0.14 0.03 0.02
```
Positions in Å, forces in eV/Å.

=====

# 3
This record from the OMol25 dataset describes C17H38N4O2P2PtSSe2 as an isolated structure in a non-equilibrium geometry. The level of theory is ωB97M-V/def2-TZVPD.

Results
spin multiplicity: 5
relative energy (zero: lowest compared OMol25 entry of this formula, charge and spin): 2.080 eV
gap between HOMO and LUMO (spin up / spin down): 0.10003 / 0.18987 hartree
⟨S²⟩: 6.0439
LUMO (spin up / spin down): -0.247 / -0.289 Eh
energy: -191637.9586 eV
net charge: +2

The geometry in XYZ format:
```
67
Properties=species:S:1:pos:R:3:forces:R:3
Pt -0.018 -0.597 1.376 0.42 -0.44 -0.52
O -5.502 -1.540 -1.738 -0.08 -0.01 0.08
C -5.271 -0.757 -0.587 0.02 -0.17 0.02
C -3.749 -0.596 -0.439 -0.21 0.09 0.05
C -3.201 0.039 -1.706 -0.13 -0.17 -0.05
O -1.815 0.100 -1.492 1.07 0.77 -1.31
C -3.526 0.286 0.798 0.08 -0.08 -0.01
Se -1.785 1.151 1.015 0.52 -0.26 0.03
C -3.127 -1.983 -0.289 -0.01 -0.07 0.32
Se -1.187 -2.093 -0.494 0.52 0.76 0.60
H -6.448 -1.679 -1.857 0.05 0.00 -0.01
H -5.673 -1.232 0.316 -0.05 0.00 -0.01
H -5.722 0.237 -0.679 0.00 0.01 -0.01
H -3.633 1.031 -1.869 0.07 0.04 0.01
H -3.436 -0.598 -2.560 -0.09 0.08 -0.05
H -1.253 0.483 -2.290 -0.05 -0.03 1.23
H -3.703 -0.293 1.706 -0.02 0.01 0.02
H -4.234 1.115 0.788 0.05 0.05 0.01
H -3.545 -2.637 -1.053 0.13 -0.07 -0.03
H -3.362 -2.409 0.689 -0.03 -0.03 -0.02
C 1.892 -3.725 1.834 -0.38 0.14 0.04
P 1.943 -2.015 1.223 -0.15 0.52 0.00
C 2.620 -2.175 -0.448 -0.28 0.12 -0.03
C 3.261 -1.240 2.231 -0.08 0.09 0.06
C 3.078 0.271 2.328 -0.02 -0.04 -0.08
P 1.403 0.689 2.935 0.17 -0.05 -0.86
C 1.543 0.378 4.718 -0.43 -0.24 -0.12
C 1.323 2.497 2.822 -0.37 -0.11 -0.10
H 2.889 -4.160 1.759 0.02 0.02 -0.03
H 1.200 -4.321 1.237 0.02 -0.02 -0.01
H 1.580 -3.757 2.879 0.04 -0.03 0.00
H 3.577 -2.695 -0.407 -0.01 -0.04 0.05
H 2.743 -1.186 -0.886 0.00 -0.02 0.02
H 1.927 -2.747 -1.067 0.02 0.00 -0.03
H 4.229 -1.491 1.792 0.00 -0.03 -0.01
H 3.231 -1.703 3.221 0.00 0.00 0.01
H 3.191 0.738 1.347 0.01 0.00 0.04
H 3.816 0.715 3.000 -0.01 0.01 0.03
H 2.401 0.940 5.088 0.02 0.04 -0.07
H 1.679 -0.683 4.924 -0.01 0.02 0.02
H 0.639 0.707 5.225 0.04 -0.02 0.04
H 2.269 2.922 3.159 0.01 -0.04 0.04
H 0.519 2.867 3.459 0.01 0.02 0.02
H 1.131 2.802 1.793 0.06 -0.02 0.03
N -1.152 -1.226 4.345 0.01 -0.14 0.05
N -1.086 -1.896 3.080 -0.14 -0.08 0.05
H -1.469 -1.869 5.067 -0.09 0.06 -0.03
H -1.837 -0.482 4.269 0.06 0.00 -0.02
H -1.980 -2.305 2.813 0.06 -0.05 0.00
H -0.422 -2.658 3.162 -0.09 0.00 0.12
C 3.645 3.451 -4.286 0.00 -0.17 0.30
C 2.398 2.736 -3.898 -0.09 0.28 -0.92
C 1.346 2.461 -4.715 0.05 -0.08 0.62
C 0.225 1.793 -4.186 -0.25 0.34 -0.98
N 0.198 1.395 -2.877 -0.15 -0.74 1.10
C 1.213 1.616 -2.088 -1.12 0.10 -1.90
S 1.295 1.166 -0.421 0.22 -0.06 1.05
N 2.301 2.308 -2.572 0.47 -0.23 1.18
C -0.986 1.487 -5.015 0.17 -0.26 0.39
H 3.576 3.824 -5.304 -0.03 -0.01 -0.02
H 4.508 2.780 -4.220 0.04 0.06 -0.02
H 3.833 4.296 -3.617 0.02 0.02 -0.04
H 1.367 2.768 -5.750 0.02 0.02 -0.02
H 3.045 2.507 -1.923 0.04 0.04 -0.16
H -0.948 1.984 -5.981 -0.01 0.01 -0.01
H -1.899 1.798 -4.497 -0.04 0.07 -0.07
H -1.064 0.407 -5.187 -0.08 0.01 -0.10
```
Positions in Å, forces in eV/Å.

=====

Question: Which of these has the highest energy?
Answer: C17H37N3O7P